DFT (ωB97M-V/def2-TZVPD) results for a structure of composition C29H28FMgNO5S at a distorted geometry.

For the energy above the lowest of the compared OMol25 structures with the same formula, charge and spin, the calculation gives 13.69 kcal per mole. The spin multiplicity is 1. The calculation puts the total energy at -2251.147731 hartree. Its HOMO energy is -8.05 eV. For the LUMO energy, the calculation gives -0.13 eV.

Geometry as XYZ:
```
66
Properties=species:S:1:pos:R:3:forces:R:3:mulliken_charge:R:1
Mg -0.04056 0.14934 0.58793 -0.5988 0.0728 0.0932 0.93
C 1.52630 5.22622 5.32086 0.0671 0.0209 -0.0332 -1.86
C 0.61416 4.17951 5.93905 -0.0001 -0.1186 -0.1771 0.59
C 1.19102 3.65466 7.23938 0.0946 -0.1313 0.0136 -0.94
C 0.24741 2.65443 7.88162 -0.0241 -0.0506 -0.0883 -1.03
C -0.08344 1.55154 6.90901 0.0181 0.0987 0.0489 1.05
C -0.45186 0.30458 7.35308 0.0094 0.0058 0.1033 -0.68
C -0.74890 -0.70622 6.44448 -0.0062 -0.0439 0.0853 0.07
F -1.09190 -1.91392 6.92996 -0.0113 -0.0005 0.0193 -0.36
C -0.69721 -0.50505 5.10122 -0.0253 -0.0192 -0.1375 -1.12
C -0.32853 0.75932 4.62213 -0.0733 -0.0214 -0.1751 0.40
C -0.30423 0.97408 3.17247 -0.0951 0.0771 -0.0796 1.84
O -0.64666 0.02440 2.40989 0.2056 0.2863 0.9065 -1.14
C 0.12828 2.26648 2.74454 0.0118 -0.2091 -0.0517 -0.51
C 0.43323 3.20438 3.69009 0.0464 -0.0263 0.0407 -0.22
N 0.37317 3.03032 5.01673 -0.0622 -0.0079 0.1972 0.25
C -0.01107 1.78349 5.51910 0.0310 0.2896 -0.0048 -0.72
C 0.31648 2.72447 1.28662 -0.2361 -0.0615 -0.0259 0.44
O 0.97322 3.73935 1.10701 -0.1215 0.0185 -0.0012 -0.76
O -0.25630 1.99397 0.39898 0.4253 1.0032 0.3187 -0.71
H 1.81224 5.93149 6.10162 -0.0129 -0.0013 -0.0274 0.43
H 1.04855 5.79628 4.52538 0.0176 -0.0253 0.0191 0.50
H 2.43506 4.76684 4.92378 -0.0400 0.0392 0.0366 0.40
H -0.35807 4.63426 6.14779 -0.0796 -0.0155 0.0068 0.12
H 1.37395 4.49641 7.90604 0.0027 0.0188 0.0118 0.36
H 2.15531 3.18025 7.02740 -0.0060 0.0382 0.0384 0.33
H -0.67288 3.16458 8.18311 -0.0003 -0.0068 0.0107 0.32
H 0.68629 2.22908 8.78396 -0.0109 -0.0139 0.0143 0.45
H -0.51072 0.09663 8.41490 0.0135 -0.0111 -0.0278 0.51
H -0.93734 -1.28693 4.39555 -0.0101 -0.0064 -0.0048 0.66
H 0.76116 4.16479 3.32408 0.0003 0.0098 -0.0151 0.70
O 1.90655 -0.24960 0.79179 0.1125 -0.4520 -0.8220 -0.75
S 2.23168 -0.86096 -0.58082 0.3389 -0.6006 0.2122 0.16
C 3.95015 -1.33676 -0.47770 0.1175 0.3244 0.0794 0.65
C 4.66218 -1.49702 -1.65509 -0.0029 0.0144 -0.0199 -0.29
C 5.98493 -1.91304 -1.58673 -0.0062 -0.0140 0.0185 -0.62
C 6.57522 -2.14499 -0.35190 -0.0330 0.0205 0.0162 -0.47
C 5.84837 -1.96104 0.81968 0.0125 -0.0138 -0.0247 -0.68
C 4.52529 -1.55180 0.76311 0.0847 -0.0102 0.0334 -0.22
C 1.64874 -2.56447 -0.50666 -0.0732 0.0499 -0.0137 0.83
C 1.54024 -3.28142 -1.68581 0.0185 0.0596 -0.0107 -0.62
C 1.10946 -4.59839 -1.63141 0.0119 -0.0208 0.0394 -0.45
C 0.79199 -5.17694 -0.40757 0.0083 0.0471 -0.0311 -0.46
C 0.91063 -4.44020 0.76366 0.0253 0.0161 -0.0102 -0.77
C 1.34320 -3.12172 0.72013 -0.0080 -0.0628 0.0220 -0.25
H 4.19281 -1.29759 -2.61291 0.0301 -0.0043 0.0567 0.43
H 6.55471 -2.04703 -2.49720 -0.0080 0.0115 0.0203 0.39
H 7.60992 -2.45879 -0.30003 -0.0210 -0.0095 -0.0019 0.39
H 6.31298 -2.13999 1.78093 0.0086 0.0178 -0.0214 0.39
H 3.94444 -1.39091 1.66337 0.0146 -0.0007 -0.0515 0.36
H 1.76458 -2.81157 -2.63772 -0.0397 -0.0259 0.0463 0.35
H 1.00780 -5.16828 -2.54720 -0.0026 0.0262 0.0442 0.41
H 0.44014 -6.20027 -0.36885 0.0225 0.0232 -0.0029 0.39
H 0.66087 -4.88990 1.71659 -0.0141 0.0139 -0.0281 0.41
H 1.41978 -2.52754 1.62288 -0.0117 -0.0082 -0.0292 0.36
C -2.48758 -2.44672 -0.14381 -0.0352 -0.0869 0.0163 -1.12
C -1.96020 -1.38327 -1.10300 0.0352 0.0550 0.0217 0.52
C -1.87352 -1.93255 -2.51893 0.0095 -0.1150 -0.1442 -1.30
O -0.72181 -0.91970 -0.68474 -0.1055 -0.5488 -0.5659 -0.20
H -3.48353 -2.79499 -0.43761 0.0624 -0.0004 0.0308 0.46
H -2.54702 -2.04328 0.87099 0.0059 -0.0223 -0.0409 0.19
H -1.80286 -3.30309 -0.13352 -0.0557 0.0582 0.0019 0.14
H -2.69171 -0.55597 -1.12058 -0.0160 -0.0078 0.0229 0.23
H -1.14312 -2.74996 -2.55101 -0.0933 0.0796 -0.0057 0.14
H -1.54897 -1.14904 -3.20750 0.0156 -0.0433 0.0308 0.30
H -2.84140 -2.31577 -2.85851 0.0619 0.0215 -0.0043 0.43
```
Positions in Å, forces in eV/Å.